Entry a
C4H9NS3 as an isolated structure. Source: OMol25; level of theory: the ωB97M-V functional and the def2-TZVPD basis.

Kohn-Sham gap	8.34	eV

Atoms and positions in Å:
C -3.338 -0.547 -0.103
C -0.925 0.110 0.748
C -0.925 1.726 0.373
C 1.543 -0.412 -0.250
H -3.790 -1.238 -1.033
H -3.540 -1.141 0.969
H -3.856 0.668 0.059
H -1.843 -0.152 1.505
H -0.608 2.233 1.266
H -1.984 2.116 0.082
H 0.082 1.378 -1.632
H 1.002 2.508 -0.123
H 0.832 -0.178 -1.076
N -0.040 2.049 -0.747
S -1.599 -0.860 -0.778
S 0.718 -0.412 1.294
S 3.121 -0.340 -0.478

Entry b
One molecule with the formula C4H9NS3. Source: OMol25; level of theory: the ωB97M-V functional and the def2-TZVPD basis.

Kohn-Sham gap	8.53	eV
structure (SMILES)	CSNC(=S)[C@H](C)S

Atoms and positions in Å:
C -0.184 -3.087 0.488
C 0.859 0.470 0.079
C -0.361 1.133 0.649
C -1.067 0.274 1.727
H -0.972 -3.881 0.462
H -0.141 -2.701 1.552
H 0.762 -3.604 0.306
H 1.700 -1.160 -0.816
H -0.007 2.082 1.077
H -0.299 0.036 2.507
H -1.898 0.812 2.117
H -1.444 -0.700 1.417
H -2.003 0.614 -0.961
N 0.827 -0.833 -0.291
S -0.535 -1.859 -0.695
S 2.246 1.418 -0.135
S -1.522 1.792 -0.625

entry b is the most stable structure; the next one sits 0.1569 hartree above it.

Entry a
A 2-piece molecular cluster, C4H13N2O2 overall. Source: OMol25; level of theory: the ωB97M-V functional and the def2-TZVPD basis.

Kohn-Sham gap (alpha / beta)	9.99 / 5.32	eV
expectation value of S²	0.76
multiplicity	2
net charge	+2

Atoms and positions in Å:
O 1.893 0.463 1.552
C 1.129 -0.419 1.777
C -0.341 -0.112 1.309
C -0.620 0.437 -0.068
C -0.934 -0.403 -1.346
N 0.404 -1.249 -1.538
N -1.141 -1.402 1.488
H 1.238 -1.199 2.500
H -0.716 0.685 2.027
H 0.211 1.142 -0.238
H -1.415 1.237 -0.046
H -0.998 0.250 -2.215
H -1.741 -1.035 -1.641
H 0.228 -2.030 -2.290
H 1.260 -0.697 -1.862
H -1.018 -1.751 2.420
H -2.152 -1.355 1.294
H 0.747 -1.630 -0.627
H 0.801 2.365 -2.140
H -0.529 3.195 -1.930
O -0.157 2.344 -2.170

Entry b
A 2-piece molecular cluster, C4H13N2O2 overall. Source: OMol25; level of theory: the ωB97M-V functional and the def2-TZVPD basis.

Kohn-Sham gap (alpha / beta)	11.58 / 6.71	eV
expectation value of S²	0.77
multiplicity	2
net charge	+2

Atoms and positions in Å:
N 0.131 -2.091 0.947
C -0.061 -0.604 1.039
C 0.836 0.052 0.015
N 0.707 1.386 -0.301
C -0.078 2.423 0.338
C -1.323 2.704 -0.563
O 1.713 -0.571 -0.542
H -0.551 -2.566 1.547
H 1.080 -2.331 1.234
H 0.046 -2.452 -0.039
H -1.102 -0.373 0.866
H 0.196 -0.295 2.054
H 1.253 1.681 -1.114
H -0.357 2.064 1.319
H 0.587 3.270 0.451
H -1.478 3.776 -0.485
H -2.202 2.193 -0.206
H -1.121 2.526 -1.618
H 1.251 -3.168 -1.726
H 0.080 -4.201 -1.854
O 0.394 -3.422 -1.361

entry b is the most stable structure; the next one sits 0.0999 hartree above it.

Entry a
An isolated ion of composition C6H11N4 and charge +1. Source: OMol25; level of theory: the ωB97M-V functional and the def2-TZVPD basis.

Kohn-Sham gap	9.65	eV
structure (SMILES)	Cc1cc(C)n(C(N)=[NH2+])n1
net charge	+1

Atoms and positions in Å:
C 1.408 -0.911 0.097
C 1.813 0.444 -0.008
C -1.616 0.843 -0.108
C 0.008 -0.943 0.169
C 3.142 0.944 0.124
C -0.897 -2.195 0.202
N 0.736 1.146 -0.214
N -0.330 0.340 -0.085
N -1.808 2.111 -0.373
N -2.679 0.056 0.046
H 2.066 -1.777 0.129
H 3.654 0.705 -0.806
H 3.733 0.345 0.853
H 3.277 2.108 0.185
H -1.458 -2.484 1.092
H -0.090 -2.912 0.239
H -1.489 -2.380 -0.694
H -0.894 2.679 -0.530
H -2.582 2.398 -0.960
H -2.397 -0.916 0.284
H -3.598 0.398 0.357

Entry b
C6H11N4 as an isolated structure. Source: OMol25; level of theory: the ωB97M-V functional and the def2-TZVPD basis.

Kohn-Sham gap	9.75	eV
net charge	+1

Atoms and positions in Å:
C 1.260 -0.681 -0.387
C 1.562 0.584 0.213
C -0.016 -0.972 0.083
C -2.607 1.078 -0.120
C 2.647 1.594 0.219
C -0.914 -2.076 -0.209
N -2.179 0.743 -1.181
N 0.440 0.944 0.875
N -0.497 0.035 0.805
N -1.693 0.295 1.360
H 2.011 -1.212 -1.020
H -3.192 1.842 0.519
H 3.541 1.011 -0.109
H 2.581 2.572 -0.427
H 2.822 1.811 1.270
H -0.531 -2.792 -1.019
H -1.234 -2.748 0.638
H -1.935 -1.719 -0.560
H -2.321 0.827 -2.131
H 0.448 1.695 1.623
H -2.109 -0.673 1.765

entry a is the most stable structure; the next one sits 0.1296 hartree above it.

Entry a
One molecule with the formula C2H4N2S3. Source: OMol25; level of theory: the ωB97M-V functional and the def2-TZVPD basis.

Kohn-Sham gap	8.25	eV
structure (SMILES)	S=CSC/N=N\S

Atoms and positions in Å:
C 1.114 0.859 1.227
C 0.198 -1.723 -0.078
N 0.928 1.526 0.054
N -0.106 1.730 -0.588
S 0.080 -0.746 1.412
S 1.162 -1.745 -1.408
S -1.780 1.402 -0.563
H 1.127 1.510 2.056
H -0.473 -2.527 -0.163
H 2.300 0.450 1.296
H -1.753 2.156 -1.675

Entry b
One molecule with the formula C2H4N2S3. Source: OMol25; level of theory: the ωB97M-V functional and the def2-TZVPD basis.

Kohn-Sham gap (alpha / beta)	6.72 / 6.95	eV

Atoms and positions in Å:
C -0.230 -0.426 0.664
C -0.538 1.610 -1.114
N -0.952 -1.396 -0.063
N 0.611 1.749 -0.817
S 2.034 1.057 -0.824
S -2.073 1.943 -1.195
S 1.610 -0.788 0.628
H -0.490 -0.313 1.743
H -1.326 -2.110 0.405
H -0.654 -1.533 -1.033
H 2.009 0.207 1.606

entry a is the most stable structure; the next one sits 0.0066 hartree above it.

Entry a
One molecule with the formula C4H6FNOS. Source: OMol25; level of theory: the ωB97M-V functional and the def2-TZVPD basis.

Kohn-Sham gap	10.15	eV
structure (SMILES)	C=C(CF)N(S)C=O

Atoms and positions in Å:
C 1.035 0.446 -1.653
C 0.078 -0.181 0.533
C 1.091 -0.826 1.087
C -0.999 0.508 1.353
H -1.509 -1.337 -2.099
H 1.874 0.803 -1.011
H 1.934 -1.093 0.474
H 0.965 -1.102 2.132
H -0.682 0.560 2.415
H -1.953 -0.041 1.259
N -0.070 0.053 -0.887
O 1.007 0.425 -2.866
F -1.132 1.821 0.923
S -1.640 -0.037 -1.659

Entry b
One molecule with the formula C4H6FNOS. Source: OMol25; level of theory: the ωB97M-V functional and the def2-TZVPD basis.

Kohn-Sham gap	9.96	eV
structure (SMILES)	COC1=N[C@@H](F)CS1

Atoms and positions in Å:
C 0.531 -0.415 0.250
C -1.594 -1.266 -0.827
C -1.415 0.269 -0.768
C 2.139 0.957 1.227
N -0.273 0.652 -0.043
O 1.672 -0.339 0.876
F -1.324 0.740 -2.075
S -0.054 -1.997 -0.190
H -2.416 -1.595 -0.195
H -1.746 -1.596 -1.852
H -2.306 0.764 -0.356
H 3.076 0.800 1.754
H 1.417 1.464 1.869
H 2.293 1.560 0.330

entry b is the most stable structure; the next one sits 0.0383 hartree above it.